# 1
{"formula": "C4H9NO2", "method": "ωB97M-V/def2-TZVPD", "s_squared": 0.758, "multiplicity": 2, "e_lumo_ev": [-4.86, -9.76], "e_tot_ha": -362.6386, "charge": 1, "symbols": ["O", "C", "C", "C", "C", "O", "N", "H", "H", "H", "H", "H", "H", "H", "H", "H"], "positions_angstrom": [[2.176522, -1.047546, 0.690109], [1.900009, 0.057298, 0.386604], [0.576946, 0.570854, -0.210593], [-0.716846, -0.266218, -0.147879], [-1.102657, -0.715133, 1.246570], [-1.712571, 0.574010, -0.750712], [0.925153, 0.669443, -1.658046], [2.733580, 0.815286, 0.323128], [0.309378, 1.413028, 0.429382], [-0.687897, -1.058954, -0.905720], [-2.156945, -0.951090, 1.380947], [-0.558814, -1.627232, 1.546737], [-0.718783, 0.067337, 1.925905], [-2.192597, 1.093231, -0.115036], [1.227035, -0.243127, -2.030692], [-0.001513, 0.648814, -2.110704]], "forces_ev_per_a": [[-0.9, -0.3, 0.2], [1.8, 0.5, -0.6], [-0.3, -1.4, -0.2], [-1.6, -0.1, -1.1], [1.5, -0.3, 0.7], [0.6, -0.4, -0.4], [-1.6, -0.8, 0.9], [-0.4, 0.0, 0.1], [0.5, 0.8, -0.7], [0.4, -0.4, 0.6], [0.0, 0.4, -0.2], [-0.1, 0.3, -0.3], [-0.8, -0.2, 0.2], [-0.3, 0.4, 0.6], [1.2, 0.4, 0.2], [0.0, 1.0, -0.1]], "lowdin_charge": [0.27, -0.12, -0.21, -0.39, 0.00, -0.01, 0.23, 0.19, 0.18, 0.16, 0.11, 0.10, 0.10, 0.11, 0.15, 0.12]}

***

# 2
{"formula": "C4H9NO2", "method": "ωB97M-V/def2-TZVPD", "s_squared": 0.755, "multiplicity": 2, "e_lumo_ev": [-4.04, -8.97], "e_tot_ha": -362.7163, "charge": 1, "symbols": ["C", "O", "C", "C", "C", "N", "O", "H", "H", "H", "H", "H", "H", "H", "H", "H"], "positions_angstrom": [[1.479326, 0.309083, 0.587500], [1.701177, 0.575981, -0.800928], [0.072439, 0.791910, 0.892050], [-1.056689, -0.260904, 0.734330], [-0.964349, -1.019959, -0.561246], [-1.257972, -0.397600, -1.682095], [-0.738784, -2.244112, -0.544185], [1.651023, -0.721180, 0.903850], [2.168811, 0.965529, 1.126036], [2.595684, 0.294623, -1.036307], [0.089686, 0.995047, 1.964544], [-0.139235, 1.718721, 0.368148], [-1.044883, -0.976798, 1.553738], [-2.006808, 0.270080, 0.787919], [-1.438063, 0.593207, -1.741773], [-1.111361, -0.893630, -2.551580]], "forces_ev_per_a": [[0.3, 1.5, -0.5], [-0.1, -0.9, -0.1], [0.3, -0.9, 0.8], [0.5, 0.2, 0.9], [-1.3, 1.8, -1.2], [0.5, -0.8, -0.2], [0.5, -0.5, 0.4], [0.0, -0.2, -0.2], [0.0, -0.3, 0.3], [-0.1, 0.1, 0.0], [-0.3, 0.2, 0.0], [0.0, 0.0, -0.2], [0.1, 0.0, 0.0], [-0.3, -0.3, -0.4], [0.1, 0.0, 0.3], [-0.1, 0.1, -0.1]], "lowdin_charge": [-0.24, -0.07, -0.14, -0.05, -0.39, 0.28, 0.37, 0.13, 0.13, 0.10, 0.13, 0.13, 0.14, 0.15, 0.16, 0.16]}

***

# 3
{"formula": "C4H9NO2P", "method": "ωB97M-V/def2-TZVPD", "multiplicity": 1, "e_lumo_ev": [3.89, 3.40], "e_tot_ha": -704.3848, "charge": -1, "symbols": ["C", "C", "C", "C", "N", "O", "O", "P", "H", "H", "H", "H", "H", "H", "H", "H", "H"], "positions_angstrom": [[-0.955702, -0.411004, -0.255362], [-1.807807, 0.863906, -0.507248], [1.901490, -0.771763, 0.200190], [0.745638, -1.325558, 1.157165], [-0.370051, -0.517612, 1.054422], [-0.946807, 3.395961, 0.194630], [0.270026, 2.254462, -1.680097], [-0.439278, 2.129066, -0.377224], [-1.459772, -1.383830, -0.570986], [-0.166252, -0.511078, -1.037066], [-2.339990, 0.730059, -1.509278], [-2.484672, 1.157397, 0.316603], [1.783449, 0.325838, 0.231563], [2.768293, -1.272217, 0.526893], [1.759194, -1.016929, -0.845741], [0.474324, -2.292553, 0.878571], [1.267917, -1.354146, 2.222964]], "forces_ev_per_a": [[0.2, -1.8, -0.8], [0.7, -1.3, -0.1], [-2.1, -0.2, 0.2], [3.2, 2.0, 0.5], [-2.2, 2.1, 0.3], [-0.3, 0.5, 1.3], [0.9, -0.9, -0.3], [-1.1, 0.7, -1.2], [-0.5, 0.7, 0.8], [-0.3, 0.9, 0.1], [0.7, 0.7, 1.2], [0.2, -0.6, -0.4], [0.9, -0.4, 0.4], [1.7, 0.2, 0.3], [-0.2, -0.3, -0.2], [-0.2, -2.3, -0.5], [-1.5, 0.1, -1.8]], "lowdin_charge": [-0.45, -0.27, -0.11, -0.37, -0.07, -0.43, -0.42, 0.46, 0.11, 0.08, 0.09, 0.06, 0.05, 0.03, 0.04, 0.06, 0.12]}

***

# 4
{"formula": "C4H9NO2S", "method": "ωB97M-V/def2-TZVPD", "multiplicity": 1, "e_lumo_ev": -2.98, "e_tot_ha": -761.0310, "symbols": ["C", "C", "C", "S", "N", "C", "O", "O", "H", "H", "H", "H", "H", "H", "H", "H", "H"], "positions_angstrom": [[-0.637834, -1.191742, -1.177525], [0.015865, -0.970362, 0.193211], [-0.802933, 0.102575, 0.995047], [-2.573562, -0.037965, 1.083377], [1.388358, -0.672250, 0.197224], [1.679464, 0.659164, -0.887982], [3.049988, 0.774638, -0.755008], [0.931762, 1.606387, -0.888138], [-1.171821, -0.310415, -1.539755], [-1.350277, -2.003235, -1.230427], [0.106129, -1.390603, -1.947448], [-0.100127, -1.910619, 0.752435], [-0.462068, 0.153083, 2.023195], [-0.506888, 1.023901, 0.498012], [-2.693472, -1.339001, 1.385637], [1.483671, -0.038410, -1.767971], [3.401314, -0.053603, -0.416917]], "forces_ev_per_a": [[0.0, 0.2, -1.4], [-1.2, -0.4, 1.6], [1.3, 0.1, 0.0], [-0.7, 0.1, -0.5], [-0.7, 0.2, -2.5], [1.6, -0.3, 1.6], [-0.1, 1.0, -0.2], [-0.4, 1.0, -0.4], [0.1, 0.2, 0.4], [-0.1, -0.2, 0.5], [0.2, -0.3, 0.2], [0.2, -0.3, -0.2], [0.4, -0.1, 0.0], [-0.6, 0.4, 0.2], [0.2, 0.0, 0.1], [-0.2, -1.4, 0.8], [0.0, -0.2, -0.1]], "lowdin_charge": [-0.06, -0.50, -0.56, 0.73, 0.24, -0.61, 0.03, 0.08, 0.09, 0.08, 0.07, 0.14, 0.06, 0.06, -0.14, 0.19, 0.09]}

***

# 5
{"formula": "C4H9NO2S", "method": "ωB97M-V/def2-TZVPD", "multiplicity": 1, "e_lumo_ev": 0.77, "e_tot_ha": -761.1075, "symbols": ["C", "C", "C", "C", "N", "O", "O", "S", "H", "H", "H", "H", "H", "H", "H", "H", "H"], "positions_angstrom": [[0.880317, 1.148497, -0.182472], [-2.558706, 0.581348, 0.522863], [-1.082233, -1.269055, -0.533664], [-1.109865, -0.051167, 0.325284], [4.117922, 0.380552, -0.317690], [1.388802, -0.058755, 0.240781], [-0.399954, 1.070651, -0.187643], [3.093778, -0.228120, 0.763399], [-2.473952, 1.177147, 1.385804], [-2.744823, 1.214351, -0.397417], [-3.260026, -0.271535, 0.694895], [-1.795125, -1.950189, -0.065791], [-0.080053, -1.809758, -0.318779], [-1.481561, -1.172813, -1.643043], [-0.668549, -0.258835, 1.292361], [3.879303, 0.047499, -1.254277], [4.294730, 1.450181, -0.324617]], "forces_ev_per_a": [[2.0, -0.8, 0.4], [1.3, -1.8, -1.8], [0.4, -1.7, -0.8], [-2.4, 0.9, 0.4], [0.1, 2.6, -1.4], [0.7, 1.1, 0.1], [0.1, 0.6, -0.7], [-1.5, -0.3, 0.7], [-0.3, 1.0, 1.0], [-0.3, -0.9, 1.2], [0.2, 1.0, -0.3], [-0.2, -0.1, 0.0], [-1.5, 0.9, -1.4], [1.4, 0.1, 2.2], [-0.1, -0.3, 0.2], [0.7, 0.1, 0.1], [-0.7, -2.4, 0.1]], "lowdin_charge": [-0.17, -0.02, -0.07, -0.44, -0.40, -0.51, -0.08, 0.87, 0.05, 0.10, 0.09, 0.07, 0.10, 0.13, 0.13, 0.04, 0.09]}

***

# 6
{"formula": "C4H9NO2S2", "method": "ωB97M-V/def2-TZVPD", "multiplicity": 1, "e_lumo_ev": 0.52, "e_tot_ha": -1159.2512, "symbols": ["C", "C", "C", "C", "N", "O", "O", "S", "S", "H", "H", "H", "H", "H", "H", "H", "H", "H"], "positions_angstrom": [[-0.594113, 1.259941, -0.043102], [2.705061, 0.758259, -0.284658], [-2.354721, -1.127425, -0.400353], [0.020914, -0.009162, -0.563340], [0.383960, -1.122813, 0.899090], [-0.163593, -0.810793, 1.891569], [1.239322, -1.939759, 0.790077], [1.497730, 0.133199, -1.535721], [-1.056294, -0.997313, -1.594067], [-0.090540, 2.110608, -0.200951], [-0.644976, 1.094231, 1.091405], [-1.672993, 1.454462, -0.281300], [3.725370, 0.991587, -0.452460], [2.673322, -0.042904, 0.505139], [2.277517, 1.601290, 0.358510], [-2.049048, -0.486984, 0.481559], [-2.542465, -2.211647, -0.076417], [-3.354454, -0.654777, -0.584976]], "forces_ev_per_a": [[-3.0, -3.0, 3.5], [-2.8, -0.4, 3.5], [-1.8, -0.1, 2.4], [0.4, -0.8, -0.2], [0.8, 2.1, -2.7], [-1.5, 0.4, 2.2], [0.5, -1.0, -0.6], [1.2, 0.4, 0.2], [0.1, 0.0, -0.3], [2.2, 2.9, -0.9], [0.1, 0.6, -1.3], [1.0, -0.5, -0.3], [0.7, 0.0, -1.3], [0.5, 0.4, -0.9], [0.4, -0.6, -1.4], [-0.3, -1.4, -0.7], [0.4, 1.6, -0.4], [0.8, -0.6, -0.8]], "lowdin_charge": [-0.14, -0.35, -0.44, -0.94, -0.40, 0.05, 0.05, 0.83, 0.83, 0.03, 0.11, 0.10, 0.02, 0.03, 0.06, 0.03, 0.07, 0.06]}

***

# 7
{"formula": "C4H9NO3", "method": "ωB97M-V/def2-TZVPD", "smiles": "C=C(C)O.NC(=O)O", "multiplicity": 1, "e_lumo_ev": 0.27, "e_tot_ha": -438.2889, "symbols": ["C", "C", "C", "O", "H", "H", "H", "H", "H", "H", "N", "C", "O", "O", "H", "H", "H"], "positions_angstrom": [[-0.602184, 3.477544, 0.003092], [0.203244, 2.431522, -0.082349], [-0.221992, 0.999076, -0.111992], [1.550176, 2.638935, -0.241187], [-1.668069, 3.332319, 0.096914], [-0.244050, 4.495821, 0.005706], [-1.290618, 0.894207, 0.063677], [0.004140, 0.565313, -1.089132], [0.292050, 0.438059, 0.673789], [2.033603, 1.844202, 0.001005], [0.739990, -2.641945, -0.622562], [-0.231353, -2.312052, 0.275716], [-0.047474, -2.140925, 1.445259], [-1.467395, -2.132085, -0.296922], [1.649422, -2.886527, -0.276978], [0.551162, -2.706498, -1.605225], [-1.661881, -2.868817, -0.889243]], "forces_ev_per_a": [[-0.4, 0.1, 0.1], [0.1, 0.0, -0.2], [-0.1, 0.1, 0.2], [0.1, 0.1, 0.1], [0.0, -0.1, 0.0], [0.2, 0.0, 0.0], [0.0, 0.1, 0.0], [0.1, -0.1, 0.1], [0.0, -0.1, -0.1], [0.0, -0.1, 0.0], [-0.1, -0.2, 0.0], [0.0, 0.0, -0.2], [0.0, 0.1, 0.1], [0.1, -0.2, 0.2], [0.0, 0.0, 0.0], [0.0, 0.0, 0.0], [0.0, 0.2, -0.1]], "lowdin_charge": [0.04, -0.47, -0.05, 0.02, 0.06, 0.06, 0.09, 0.09, 0.08, 0.09, 0.17, -0.68, 0.10, 0.08, 0.11, 0.10, 0.11]}

***

# 8
{"formula": "C4H9NO3", "method": "ωB97M-V/def2-TZVPD", "smiles": "O=C(O)C[C@H]1CO1.N", "multiplicity": 1, "e_lumo_ev": 0.85, "e_tot_ha": -438.2468, "symbols": ["O", "C", "O", "C", "C", "C", "O", "H", "H", "H", "H", "H", "H", "N", "H", "H", "H"], "positions_angstrom": [[0.267690, 0.201345, 2.429371], [0.357882, 0.357918, 1.204787], [0.803075, 1.559702, 0.729391], [0.905647, -0.779357, 0.346810], [1.028491, -0.487140, -1.125103], [0.620834, -1.464177, -2.134395], [-0.182657, -0.320699, -1.861522], [0.787194, 2.194804, 1.456738], [1.903260, -1.024273, 0.740496], [0.270205, -1.657455, 0.525648], [1.805318, 0.232140, -1.400422], [1.107592, -1.464703, -3.112598], [0.194159, -2.417951, -1.810951], [-1.825562, 0.473814, 0.599905], [-2.172507, 1.382479, 0.897226], [-2.308907, -0.275154, 1.090184], [-1.898179, 0.348269, -0.411831]], "forces_ev_per_a": [[-0.8, 0.2, -1.8], [2.9, -0.1, 3.0], [-0.6, 0.1, -0.7], [-1.0, -0.3, -0.4], [0.2, 0.2, 0.0], [0.1, -0.3, -0.2], [-0.1, 0.0, 0.0], [-0.1, -0.2, 0.2], [-0.3, 0.3, 0.1], [0.2, 0.2, -0.1], [-0.2, -0.2, 0.1], [-0.1, 0.0, 0.2], [0.1, 0.2, -0.1], [0.0, -0.2, -0.5], [0.0, -0.3, -0.2], [0.1, 0.3, -0.1], [-0.1, 0.1, 0.4]], "lowdin_charge": [0.01, -0.58, 0.06, -0.06, -0.30, -0.11, -0.06, 0.12, 0.14, 0.13, 0.15, 0.11, 0.12, 0.09, 0.06, 0.06, 0.05]}